1.
Below is a cluster of 17 separate species, C27H26Cl48F6N2O2S in total at a distorted geometry, with properties calculated with ωB97M-V with the def2-TZVPD basis set.

Each line ends with the Mulliken charge.
CARTESIAN COORDINATES (ANGSTROEM)
C (1.03, -0.17, 1.82)  -0.95
C (0.67, 0.97, 0.92)  1.01
C (1.18, 2.31, 1.32)  -0.90
N (0.01, 0.95, -0.17)  -0.86
N (-0.45, -0.39, -0.54)  0.61
C (-1.85, -0.23, -1.01)  0.41
F (-1.94, 0.89, -1.76)  -0.33
F (-2.19, -1.25, -1.81)  -0.35
C (-2.77, -0.09, 0.18)  0.43
C (-2.61, -0.90, 1.29)  -0.35
C (-3.46, -0.75, 2.38)  -1.67
C (-4.43, 0.23, 2.37)  -0.61
C (-4.59, 1.05, 1.26)  0.12
C (-5.58, 2.18, 1.21)  0.68
F (-6.74, 1.96, 1.84)  -0.20
F (-5.00, 3.26, 1.81)  -0.32
F (-5.86, 2.55, -0.04)  -0.29
C (-3.77, 0.87, 0.16)  -0.45
S (0.53, -0.96, -1.77)  1.22
O (0.39, -2.37, -1.85)  -0.59
O (0.42, -0.22, -2.98)  -0.69
F (1.91, -0.63, -1.17)  -0.20
H (1.12, -1.13, 1.33)  0.37
H (0.33, -0.21, 2.66)  -0.29
H (2.00, 0.06, 2.26)  0.47
H (0.62, 3.10, 0.83)  0.31
H (2.23, 2.41, 1.03)  -0.12
H (1.10, 2.45, 2.40)  0.56
H (-1.82, -1.64, 1.33)  0.65
H (-3.34, -1.38, 3.25)  0.78
H (-5.06, 0.39, 3.24)  0.57
H (-3.92, 1.51, -0.70)  0.71
C (-1.20, -0.64, 5.64)  -0.11
Cl (-1.21, 0.98, 4.93)  -0.07
Cl (-2.82, -1.09, 6.18)  -0.11
Cl (-0.57, -1.82, 4.49)  -0.10
H (-0.55, -0.63, 6.50)  0.42
C (2.32, -4.98, -1.78)  0.67
Cl (3.58, -5.06, -0.54)  -0.09
Cl (2.89, -5.65, -3.30)  -0.14
Cl (0.86, -5.80, -1.24)  -0.15
H (2.06, -3.94, -1.93)  -0.28
C (0.40, -9.26, -2.45)  0.56
Cl (0.74, -9.98, -0.88)  -0.12
Cl (1.61, -9.74, -3.64)  -0.12
Cl (-1.22, -9.66, -2.99)  -0.13
H (0.46, -8.18, -2.33)  -0.17
C (-5.67, -3.52, -0.52)  0.04
Cl (-7.32, -3.10, -0.95)  -0.12
Cl (-5.07, -2.40, 0.72)  0.03
Cl (-5.54, -5.19, 0.03)  -0.14
H (-5.05, -3.40, -1.40)  0.25
C (6.56, -7.42, -0.63)  0.37
Cl (7.69, -7.08, 0.67)  -0.11
Cl (7.01, -6.55, -2.10)  -0.11
Cl (6.46, -9.15, -0.94)  -0.13
H (5.58, -7.08, -0.33)  -0.01
C (3.83, 5.49, 1.29)  0.14
Cl (2.20, 5.78, 0.68)  -0.11
Cl (4.21, 6.58, 2.63)  -0.02
Cl (3.99, 3.81, 1.79)  -0.10
H (4.53, 5.68, 0.49)  0.10
C (-9.74, 0.35, 2.29)  0.03
Cl (-9.83, 1.05, 0.68)  -0.14
Cl (-11.28, -0.35, 2.78)  -0.15
Cl (-8.45, -0.85, 2.35)  -0.02
H (-9.49, 1.14, 2.99)  0.27
C (-9.13, -4.22, 4.73)  -0.02
Cl (-7.61, -4.01, 3.85)  -0.09
Cl (-10.35, -3.13, 4.10)  -0.07
Cl (-9.66, -5.90, 4.67)  -0.13
H (-8.95, -3.97, 5.77)  0.30
C (7.70, 8.29, 4.55)  -0.04
Cl (7.96, 9.79, 3.65)  -0.13
Cl (6.04, 8.20, 5.13)  -0.04
Cl (8.09, 6.89, 3.55)  -0.11
H (8.36, 8.29, 5.40)  0.33
C (1.30, -1.31, -5.87)  0.80
Cl (2.92, -1.04, -6.52)  -0.16
Cl (0.10, -0.46, -6.83)  -0.10
Cl (0.93, -3.04, -5.80)  -0.12
H (1.26, -0.92, -4.86)  -0.40
C (-2.84, 5.51, 1.98)  0.74
Cl (-2.86, 6.46, 0.50)  -0.13
Cl (-1.40, 4.50, 2.06)  -0.07
Cl (-2.95, 6.55, 3.40)  -0.13
H (-3.71, 4.86, 1.98)  -0.32
C (7.00, 2.96, -1.16)  -0.03
Cl (6.68, 4.49, -0.34)  -0.09
Cl (5.61, 1.87, -1.04)  -0.06
Cl (7.44, 3.23, -2.84)  -0.12
H (7.84, 2.49, -0.66)  0.30
C (7.76, -2.87, 1.38)  -0.06
Cl (8.16, -3.63, 2.93)  -0.11
Cl (8.95, -3.30, 0.15)  -0.10
Cl (6.13, -3.31, 0.87)  -0.03
H (7.80, -1.80, 1.52)  0.32
C (2.16, 9.25, 6.01)  -0.01
Cl (1.59, 10.81, 5.40)  -0.12
Cl (2.91, 8.31, 4.71)  -0.05
Cl (3.29, 9.47, 7.35)  -0.12
H (1.31, 8.70, 6.37)  0.29
C (-2.89, 1.17, -8.54)  0.70
Cl (-3.39, 2.74, -7.90)  -0.13
Cl (-4.17, -0.03, -8.35)  -0.12
Cl (-2.39, 1.31, -10.22)  -0.12
H (-2.03, 0.84, -7.97)  -0.29
C (3.00, -1.44, -10.57)  0.43
Cl (3.46, -3.02, -11.19)  -0.13
Cl (4.01, -0.17, -11.27)  -0.13
Cl (1.30, -1.12, -10.85)  -0.10
H (3.17, -1.44, -9.50)  -0.06

2.
Below is a cluster of 7 separate species, C23H50N6O8 in total at a distorted geometry, with properties calculated with ωB97M-V with the def2-TZVPD basis set.

Computed properties:
SMILES string = C[C@H]1CCOC1=O.CNC(C)=O.CNC(C)=O.CNC(C)=O.CNC(C)=O.CNC(C)=O.CNC(C)=O

Each line ends with the Mulliken charge.
CARTESIAN COORDINATES (ANGSTROEM)
C (2.64, 4.64, 0.06)  -0.75
C (1.10, 4.26, 0.21)  0.53
C (-0.03, 5.22, -0.40)  -0.83
C (-1.30, 4.29, 0.03)  -0.38
O (-0.80, 2.92, -0.17)  -0.13
C (0.61, 2.91, -0.52)  0.30
O (1.22, 2.10, -1.22)  -0.59
H (3.22, 3.64, -0.01)  0.25
H (3.02, 5.14, 1.02)  -0.16
H (2.88, 5.33, -0.82)  0.32
H (0.89, 4.22, 1.33)  0.16
H (0.04, 4.98, -1.52)  0.33
H (-0.06, 6.32, -0.13)  0.33
H (-1.41, 4.52, 1.15)  0.27
H (-2.26, 4.52, -0.55)  0.37
C (4.54, -1.84, 1.29)  -0.78
N (4.50, -0.70, 2.17)  -0.13
C (3.62, 0.34, 2.16)  0.59
C (2.54, 0.34, 1.12)  -0.49
O (3.73, 1.24, 2.99)  -0.70
H (4.44, -2.75, 1.89)  0.26
H (5.51, -1.86, 0.78)  0.30
H (3.75, -1.82, 0.54)  0.27
H (5.20, -0.63, 2.90)  0.24
H (1.92, 1.23, 1.23)  -0.13
H (2.98, 0.36, 0.12)  0.45
H (1.91, -0.54, 1.23)  0.06
C (-1.52, -2.67, 2.95)  -0.95
N (-0.35, -2.60, 2.11)  -0.11
C (-0.23, -2.92, 0.79)  0.86
C (-1.46, -3.43, 0.08)  -1.01
O (0.84, -2.79, 0.22)  -0.59
H (-1.73, -1.68, 3.34)  0.29
H (-1.29, -3.34, 3.79)  0.29
H (-2.39, -3.04, 2.42)  0.35
H (0.52, -2.26, 2.51)  0.24
H (-1.22, -3.64, -0.96)  -0.04
H (-1.81, -4.35, 0.55)  0.52
H (-2.25, -2.67, 0.10)  0.16
C (-2.27, -1.36, -5.76)  -0.85
N (-2.71, -2.28, -4.73)  -0.15
C (-2.62, -2.14, -3.38)  0.68
C (-2.00, -0.88, -2.84)  -0.92
O (-3.04, -3.03, -2.64)  -0.68
H (-3.14, -1.09, -6.37)  0.28
H (-1.54, -1.87, -6.39)  0.28
H (-1.83, -0.46, -5.34)  0.33
H (-3.13, -3.15, -5.02)  0.26
H (-2.00, -0.92, -1.75)  -0.14
H (-0.96, -0.80, -3.18)  0.41
H (-2.57, -0.01, -3.16)  0.47
C (2.90, 4.84, 6.20)  -0.85
N (2.09, 5.02, 5.01)  -0.16
C (2.45, 5.57, 3.82)  0.89
C (3.86, 6.07, 3.68)  -1.47
O (1.64, 5.64, 2.91)  -0.65
H (2.93, 3.77, 6.43)  0.28
H (2.42, 5.37, 7.02)  0.30
H (3.91, 5.21, 6.07)  0.32
H (1.13, 4.70, 5.03)  0.23
H (4.00, 6.48, 2.68)  0.32
H (4.06, 6.86, 4.40)  0.44
H (4.57, 5.25, 3.81)  0.37
C (1.56, -4.99, -2.30)  -0.64
N (2.00, -5.77, -3.44)  -0.10
C (1.42, -6.88, -3.97)  0.70
C (0.16, -7.40, -3.34)  -1.08
O (1.93, -7.43, -4.95)  -0.66
H (1.39, -3.97, -2.63)  0.27
H (2.36, -5.00, -1.55)  0.25
H (0.65, -5.39, -1.85)  0.16
H (2.84, -5.49, -3.92)  0.22
H (-0.19, -8.28, -3.87)  0.28
H (0.35, -7.68, -2.30)  0.32
H (-0.63, -6.64, -3.38)  0.27
C (-5.94, -0.97, -0.11)  -0.68
N (-6.21, 0.32, -0.73)  -0.15
C (-5.42, 1.43, -0.75)  0.67
C (-4.09, 1.35, -0.06)  -0.39
O (-5.81, 2.44, -1.32)  -0.68
H (-5.98, -1.73, -0.89)  0.28
H (-6.72, -1.17, 0.62)  0.29
H (-4.97, -0.99, 0.38)  0.18
H (-7.09, 0.44, -1.21)  0.23
H (-3.58, 2.31, -0.17)  -0.18
H (-4.22, 1.15, 1.00)  0.46
H (-3.47, 0.58, -0.52)  -0.02

Energy per entry: -663710.968, -49983.578 eV